(1)
Computed, not measured: a 2-piece molecular cluster, C3H11NO3 overall at a distorted geometry, with the ωB97M-V functional and the def2-TZVPD basis.

```
! wB97M-V def2-TZVPD RIJCOSX def2/J DEFGRID3
* xyz 0 1
O 1.51 -0.37 -0.66
C 0.47 -1.38 -0.52
C -0.36 -1.15 0.75
N -0.70 0.24 0.98
C -0.36 0.80 2.25
O 1.04 1.05 2.47
H 2.22 -0.65 -0.07
H 1.01 -2.33 -0.49
H -0.18 -1.24 -1.38
H 0.17 -1.59 1.59
H -1.27 -1.76 0.63
H -0.44 0.83 0.21
H -0.66 0.10 3.02
H -0.90 1.74 2.36
H 1.52 0.84 1.66
O -0.67 1.80 -4.34
H -0.94 0.91 -4.57
H -1.45 2.17 -3.88
*
```

Computed properties:
- SMILES: OCCNCO.O
- E_LUMO: 0.65 eV
- Relative energy (zero: lowest compared OMol25 entry of this formula, charge and spin): 189.2 kJ/mol
- HOMO: -9.16 eV
- Orbital gap: 0.3605 hartree

Atom charges from the natural (NBO) analysis, given in e for atoms 1 to 8:
1. O -0.73
2. C -0.08
3. C -0.25
4. N -0.65
5. C 0.10
6. O -0.75
7. H 0.46
8. H 0.18

(2)
Computed, not measured: C12H33ClIN2OP2Ti as an isolated structure at a distorted geometry, with the ωB97M-V functional and the def2-TZVPD basis.

```
! wB97M-V def2-TZVPD RIJCOSX def2/J DEFGRID3
* xyz 3 1
C 1.94 0.32 -0.04
I 0.40 -2.74 0.65
H 2.41 0.94 -0.78
H 2.19 0.69 0.97
H 0.79 0.29 -0.13
Ti -1.47 -0.17 0.20
P 2.52 -1.39 -0.09
C 2.72 -1.33 1.74
C 3.09 -3.11 -0.59
H 4.15 -3.17 -0.42
H 4.73 -1.42 -0.98
H 2.89 -3.24 -1.65
H 3.61 -0.47 -2.01
H 1.87 -1.86 2.23
H 2.62 -3.93 -0.03
C 3.94 -0.68 -0.99
H 3.66 -1.85 1.83
H 4.28 0.25 -0.53
H 2.73 -0.31 2.18
P -3.13 1.20 -0.29
C -3.92 1.71 1.21
C -2.85 2.53 -1.40
H -3.63 -0.48 -1.99
H -5.08 0.37 -1.33
H -4.29 -0.94 -0.40
C -4.11 -0.09 -1.08
H -2.35 2.19 -2.32
H -3.83 2.96 -1.63
H -4.85 2.19 0.89
H -3.26 2.41 1.74
H -2.20 3.27 -0.92
H -4.12 0.84 1.84
Cl -0.60 -0.27 -1.94
C 0.96 2.11 3.11
N -0.01 1.27 3.85
C -0.20 1.61 5.26
C -0.71 0.29 3.24
O -0.85 0.34 1.94
N -1.34 -0.73 3.88
C -1.02 -1.21 5.22
C -2.11 -1.68 3.05
H 1.35 2.86 3.82
H 0.48 2.67 2.29
H 1.84 1.54 2.74
H -1.25 1.46 5.48
H 0.39 1.00 5.93
H 0.05 2.66 5.44
H -1.04 -0.41 5.95
H -1.81 -1.92 5.55
H -0.04 -1.77 5.21
H -2.88 -1.21 2.41
H -1.44 -2.28 2.33
H -2.55 -2.43 3.75
*
```

Computed properties:
- E_LUMO (alpha / beta): -12.81 / -12.84 eV
- HOMO (alpha / beta): -17.65 / -17.65 eV
- Orbital gap (alpha / beta): 0.1781 / 0.1766 hartree

Atom charges from the natural (NBO) analysis, given in e for atoms 1 to 8:
1. C -0.84
2. I -0.03
3. H 0.27
4. H 0.25
5. H 0.13
6. Ti 1.48
7. P 1.34
8. C -0.94

(3)
Computed, not measured: C30H25ClHfN2O4P as an isolated structure at a distorted geometry, with the ωB97M-V functional and the def2-TZVPD basis.

```
! wB97M-V def2-TZVPD RIJCOSX def2/J DEFGRID3
* xyz 1 1
Hf -15.89 6.79 -2.34
C -19.58 7.62 5.44
C -18.95 6.48 5.00
C -18.75 6.28 3.66
C -19.12 7.24 2.73
C -19.78 8.39 3.20
C -19.97 8.61 4.54
P -18.81 6.95 0.92
C -19.41 5.23 0.75
C -18.61 4.06 0.92
C -19.23 2.83 0.97
C -20.61 2.63 0.77
C -21.37 3.76 0.54
C -20.78 5.02 0.47
C -16.98 6.82 0.79
C -16.24 6.82 2.01
C -15.08 6.07 2.11
C -14.39 5.65 1.00
C -15.02 5.81 -0.26
C -16.30 6.42 -0.32
H -19.76 7.75 6.49
H -18.61 5.75 5.74
H -18.42 5.30 3.29
H -20.27 9.07 2.49
H -20.36 9.55 4.91
H -17.55 4.17 1.09
H -18.60 1.97 1.24
H -21.05 1.65 0.94
H -22.45 3.68 0.44
H -21.39 5.93 0.26
H -16.65 7.40 2.84
H -14.66 5.87 3.07
H -13.44 5.09 0.99
H -14.57 5.34 -1.14
C -13.20 5.92 -4.24
N -14.07 6.91 -3.55
C -13.51 8.11 -3.52
C -14.17 9.14 -2.78
C -13.89 10.47 -2.46
C -14.95 10.97 -1.65
C -15.91 10.00 -1.62
N -15.47 8.85 -2.22
C -13.70 4.52 -4.10
C -12.90 3.48 -3.67
C -13.39 2.22 -3.46
C -14.73 1.93 -3.67
C -15.49 2.91 -4.29
C -15.01 4.24 -4.50
H -12.23 6.01 -3.72
H -13.08 6.24 -5.30
H -12.51 8.29 -3.93
H -12.94 11.00 -2.67
H -15.01 12.00 -1.29
H -16.86 10.05 -1.12
H -11.86 3.66 -3.46
H -12.62 1.45 -3.28
H -15.20 0.98 -3.41
H -16.56 2.66 -4.50
H -15.67 4.98 -4.98
O -19.25 5.89 -4.22
Cl -18.11 6.36 -3.51
O -18.26 7.28 -2.39
O -17.01 7.06 -4.30
O -17.33 5.21 -2.93
*
```

Computed properties:
- E_LUMO: -3.83 eV
- Relative energy (zero: lowest compared OMol25 entry of this formula, charge and spin): 0.0 kJ/mol
- HOMO: -10.39 eV
- Orbital gap: 0.2412 hartree

Atom charges from the natural (NBO) analysis, given in e for atoms 1 to 8:
1. Hf 2.31
2. C -0.18
3. C -0.21
4. C -0.22
5. C -0.33
6. C -0.19
7. C -0.21
8. P 0.81

(4)
Computed, not measured: C27H88FeN6O26V as an isolated structure at a distorted geometry, with the ωB97M-V functional and the def2-TZVPD basis.

```
! wB97M-V def2-TZVPD RIJCOSX def2/J DEFGRID3
* xyz 0 8
V 1.19 -2.54 0.97
Fe -2.50 -2.78 0.54
C -0.62 -4.56 0.29
O 0.34 -4.10 -0.27
O -1.74 -4.47 -0.15
O -0.78 -3.68 1.14
C -1.20 -0.58 0.23
O -1.76 -1.26 -0.58
O -0.14 -1.11 0.30
O -1.84 -0.98 1.23
C -4.78 -3.00 -1.33
O -5.84 -2.51 -1.76
O -4.34 -2.82 -0.19
O -4.25 -3.95 -1.90
O -2.53 -4.18 -4.31
H -2.04 -3.40 -4.05
H -2.39 -4.24 -5.25
O -2.78 -1.87 4.59
H -2.83 -2.19 5.49
H -2.81 -0.92 4.67
O 2.52 -2.60 -0.72
H 2.98 -1.88 -1.15
H 2.58 -3.33 -1.33
O 2.59 -0.96 1.61
H 3.18 -0.36 1.15
H 2.72 -0.75 2.53
O -3.31 -3.16 2.31
H -4.12 -3.65 2.45
H -3.11 -2.80 3.17
O 2.56 -3.95 1.58
H 2.36 -4.83 1.90
H 3.50 -3.96 1.42
O -7.12 -1.04 1.12
H -7.32 -1.94 1.39
H -6.26 -0.87 1.52
O -2.59 -6.18 -2.34
H -2.08 -6.98 -2.43
H -2.18 -5.72 -1.61
O 3.41 -0.64 -2.58
H 3.94 -1.30 -3.01
H 3.32 0.06 -3.23
O 0.56 -2.21 3.01
H -0.35 -2.38 3.26
H 1.04 -2.20 3.84
O -4.69 -0.16 2.13
H -3.85 -0.14 2.60
H -4.55 0.38 1.36
C -3.03 0.36 -3.67
C -3.78 0.18 -4.99
C -3.76 -1.26 -5.44
O -2.48 -1.68 -5.84
C -2.06 -1.06 -7.11
N -5.12 0.68 -4.95
H -2.03 -0.05 -3.74
H -3.55 -0.19 -2.89
H -2.96 1.39 -3.31
H -3.26 0.79 -5.73
H -4.56 -1.65 -6.07
H -3.98 -1.82 -4.53
H -1.25 -0.34 -7.01
H -2.86 -0.60 -7.68
H -1.80 -1.85 -7.82
H -5.67 0.69 -5.80
H -5.23 1.57 -4.49
C 2.06 2.85 -2.24
C 1.52 3.92 -1.25
C 0.30 3.29 -0.55
O -0.72 2.98 -1.52
C -2.05 2.93 -0.91
N 2.60 4.30 -0.35
H 2.89 3.37 -2.71
H 1.30 2.78 -3.01
H 2.34 1.87 -1.84
H 1.25 4.91 -1.60
H -0.09 4.00 0.18
H 0.51 2.44 0.10
H -2.09 2.03 -0.28
H -2.88 2.89 -1.62
H -2.21 3.82 -0.31
H 2.35 5.24 -0.08
H 3.37 4.30 -0.99
C 5.84 -0.58 0.33
C 5.41 0.73 1.02
C 6.42 1.83 0.70
O 6.08 3.15 1.13
C 6.38 3.49 2.42
N 4.02 1.04 0.52
H 5.08 -1.35 0.19
H 6.72 -1.03 0.78
H 6.07 -0.28 -0.69
H 5.21 0.45 2.05
H 6.52 2.02 -0.37
H 7.42 1.50 0.94
H 7.46 3.51 2.54
H 5.85 2.80 3.09
H 5.97 4.49 2.56
H 4.15 1.02 -0.48
H 4.01 2.05 0.55
C 0.54 -3.85 -4.49
C 0.58 -2.71 -3.51
C 0.68 -1.39 -4.28
O 1.91 -1.19 -5.03
C 1.95 -0.01 -5.84
N -0.69 -2.83 -2.77
H 0.23 -4.80 -4.06
H 1.53 -4.11 -4.89
H -0.11 -3.69 -5.35
H 1.52 -2.70 -2.96
H 0.66 -0.60 -3.53
H -0.19 -1.22 -4.92
H 1.32 -0.09 -6.72
H 2.96 0.33 -6.10
H 1.43 0.69 -5.18
H -0.70 -1.96 -2.26
H -0.62 -3.55 -2.07
C -1.31 1.92 3.43
C -2.45 2.08 4.56
C -3.56 3.00 3.99
O -4.41 3.43 5.11
C -5.45 4.32 4.71
N -3.05 0.79 4.89
H -0.96 2.95 3.28
H -1.57 1.26 2.60
H -0.41 1.50 3.87
H -1.93 2.54 5.40
H -4.18 2.56 3.21
H -3.16 3.87 3.48
H -6.23 3.71 4.25
H -5.26 5.26 4.19
H -6.06 4.73 5.51
H -2.47 0.48 5.66
H -4.02 0.83 5.18
C 3.53 1.05 6.01
C 2.60 0.68 4.79
C 2.85 1.79 3.62
O 2.10 3.01 3.96
C 2.43 4.14 3.09
N 2.92 -0.64 4.30
H 3.46 2.01 6.51
H 4.56 1.12 5.64
H 3.44 0.27 6.76
H 1.56 0.69 5.12
H 2.50 1.51 2.63
H 3.89 2.07 3.46
H 2.60 3.78 2.07
H 3.11 4.86 3.54
H 1.53 4.75 3.09
H 3.91 -0.67 4.10
H 2.77 -1.21 5.12
*
```

Computed properties:
- <S²>: 16.21
- E_LUMO (alpha / beta): -1.01 / -1.01 eV
- HOMO (alpha / beta): -6.08 / -6.14 eV
- Orbital gap (alpha / beta): 0.1862 / 0.1884 hartree

Atom charges from the Mulliken analysis, given in e for atoms 1 to 8:
1. V 1.00
2. Fe 2.14
3. C 1.10
4. O -0.75
5. O -1.09
6. O -0.60
7. C 1.49
8. O -0.92

(5)
Computed, not measured: C12H25F3MoNO5P2S as an isolated structure at a distorted geometry, with the ωB97M-V functional and the def2-TZVPD basis.

```
! wB97M-V def2-TZVPD RIJCOSX def2/J DEFGRID3
* xyz 1 3
C -0.71 1.04 -3.86
C -0.95 0.70 -2.50
N 0.02 1.14 -1.57
C 0.95 2.07 -1.92
C 1.00 2.60 -3.21
C 0.18 2.04 -4.20
C -2.08 0.00 -2.00
P -2.20 -0.45 -0.28
Mo 0.06 0.24 0.33
P 2.12 1.49 0.62
C 1.86 2.61 -0.84
O -0.46 -4.37 -4.34
O 0.84 -5.57 0.13
H -1.28 0.48 -4.62
H 1.67 3.43 -3.40
H 0.25 2.42 -5.24
C -3.58 0.63 0.33
C -2.64 -2.18 0.20
H 2.87 2.88 -1.20
H 1.39 3.48 -0.35
H -1.28 -3.97 -4.13
H -2.87 -0.22 -2.72
C 2.40 2.33 2.16
C 3.71 0.65 0.24
H 1.60 -0.63 0.32
H 0.37 -4.83 0.52
H 1.09 -5.30 -0.72
H 0.16 -3.84 -3.80
H 0.24 1.78 1.10
H 1.68 -0.28 -0.47
H -4.55 0.20 0.01
H -3.53 0.74 1.43
H -3.42 1.61 -0.15
H -3.54 -2.55 -0.31
H -1.78 -2.82 -0.04
H -2.79 -2.21 1.29
H 4.51 1.40 0.14
H 3.93 -0.06 1.06
H 3.67 0.05 -0.68
H 3.20 3.07 2.02
H 1.46 2.80 2.45
H 2.63 1.57 2.91
F -1.42 -0.02 6.07
C -0.77 -0.86 5.23
F 0.49 -1.02 5.66
F -1.39 -2.06 5.22
S -0.78 -0.13 3.52
O -2.19 -0.11 3.15
O -0.13 1.15 3.69
O 0.01 -1.14 2.77
*
```

Computed properties:
- <S²>: 2.05
- E_LUMO (alpha / beta): -4.74 / -6.02 eV
- Relative energy (zero: lowest compared OMol25 entry of this formula, charge and spin): 227.1 kJ/mol
- HOMO (alpha / beta): -12.25 / -12.11 eV
- Orbital gap (alpha / beta): 0.2760 / 0.2237 hartree

Atom charges from the natural (NBO) analysis, given in e for atoms 1 to 8:
1. C -0.18
2. C 0.13
3. N -0.45
4. C 0.25
5. C -0.20
6. C -0.15
7. C -0.42
8. P 0.86

(6)
Computed, not measured: a 14-piece molecular cluster, C4H35N2O15 overall at a distorted geometry, with the ωB97M-V functional and the def2-TZVPD basis.

```
! wB97M-V def2-TZVPD RIJCOSX def2/J DEFGRID3
* xyz 0 2
O -0.34 2.57 -0.76
C 0.85 2.27 -0.59
N 1.58 3.23 0.05
C 2.84 2.84 0.67
C 1.45 1.12 -1.32
N 0.67 -0.16 -0.95
C 0.67 -0.77 0.43
O 0.35 0.07 1.36
H 1.01 3.92 0.54
H 3.55 2.55 -0.07
H 2.67 1.90 1.16
H 3.21 3.61 1.38
H 1.59 1.24 -2.50
H 2.59 0.94 -1.13
H -0.25 -0.06 -1.27
H 1.76 -1.18 0.54
H -0.07 -1.63 0.28
H 0.78 -2.17 3.30
H 0.50 -0.88 2.77
O 0.66 -1.37 3.62
H 3.99 0.20 -0.78
H 4.16 -1.51 -0.80
O 3.83 -0.68 -1.23
H 3.75 -0.62 3.28
H 2.58 -0.25 2.52
O 3.34 -0.93 2.48
H -2.33 0.16 2.11
H -1.00 -0.63 2.64
O -1.93 -0.41 2.77
H -2.57 -0.48 -3.66
H -1.11 -0.08 -3.60
O -1.93 -0.08 -4.23
H -1.16 1.63 2.58
H -0.12 1.58 1.33
O -0.68 2.20 1.99
H 2.75 -1.20 -2.23
H 1.29 -0.99 -2.59
O 2.14 -1.43 -2.89
H -3.24 -3.38 -1.43
H -3.25 -2.77 0.24
O -3.20 -2.69 -0.81
H 0.49 -3.82 -1.95
H 1.58 -3.03 -2.89
O 1.11 -3.88 -2.74
H -1.63 3.20 1.23
H -1.86 3.98 -0.15
O -2.26 3.89 0.71
H -3.42 -2.00 1.95
H -3.00 -2.97 2.73
O -3.59 -2.90 1.90
H -3.09 1.98 0.04
H -1.85 1.13 0.27
O -2.79 1.09 0.08
H -3.50 -0.18 -1.67
H -3.78 -1.55 -2.24
O -3.79 -0.60 -2.43
*
```

Computed properties:
- <S²>: 0.75
- E_LUMO (alpha / beta): -0.63 / -5.23 eV
- Relative energy (zero: lowest compared OMol25 entry of this formula, charge and spin): 262.5 kJ/mol
- HOMO (alpha / beta): -10.31 / -10.31 eV
- Orbital gap (alpha / beta): 0.3558 / 0.1864 hartree

Atom charges from the natural (NBO) analysis, given in e for atoms 1 to 8:
1. O -0.64
2. C 0.62
3. N -0.59
4. C -0.41
5. C -0.35
6. N -0.68
7. C -0.02
8. O -0.36

(7)
Computed, not measured: a 2-piece molecular cluster, C8H12N2O overall at a distorted geometry, with the ωB97M-V functional and the def2-TZVPD basis.

```
! wB97M-V def2-TZVPD RIJCOSX def2/J DEFGRID3
* xyz 0 1
C 2.03 0.11 0.32
N 1.25 -0.94 -0.17
C 0.95 -2.08 0.51
C -0.26 -2.84 -0.09
O 1.60 -2.51 1.42
H 2.99 -0.33 0.94
H 2.71 0.74 -0.44
H 1.39 0.79 0.94
H 0.73 -0.68 -0.93
H -0.89 -2.16 -0.78
H -1.00 -3.26 0.72
H 0.25 -3.82 -0.46
C -1.38 0.36 -0.54
C -0.08 1.00 -0.80
C 0.13 2.37 -0.56
N -0.77 2.98 0.17
C -1.78 2.36 0.76
C -2.24 1.08 0.24
H -1.56 -0.61 -1.02
H 0.69 0.57 -1.62
H 0.94 3.10 -0.73
H -2.42 2.97 1.48
H -3.27 0.79 0.61
*
```

Computed properties:
- SMILES: CNC(C)=O.c1ccncc1
- E_LUMO: 0.43 eV
- Relative energy (zero: lowest compared OMol25 entry of this formula, charge and spin): 352.6 kJ/mol
- HOMO: -9.28 eV
- Orbital gap: 0.3568 hartree

Atom charges from the natural (NBO) analysis, given in e for atoms 1 to 8:
1. C -0.45
2. N -0.65
3. C 0.68
4. C -0.72
5. O -0.61
6. H 0.25
7. H 0.21
8. H 0.21